(1)
Formula: C32H52O28S4
Source: OMol25
Level of theory: wB97M-V/def2-TZVPD

CARTESIAN COORDINATES (ANGSTROEM)
O -15.044 1.378 21.730
C -15.390 1.374 22.883
O -16.036 2.414 23.433
C -16.595 2.083 24.720
C -15.860 0.752 25.176
C -15.179 0.219 23.888
H -17.660 1.892 24.836
H -16.313 2.798 25.492
H -16.658 0.085 25.511
H -15.231 0.709 26.065
H -15.623 -0.689 23.482
H -14.121 -0.035 23.955
O -9.487 1.592 18.963
C -9.748 0.532 18.471
O -11.016 -0.014 18.502
C -10.944 -1.399 18.265
C -9.690 -1.631 17.379
C -8.817 -0.454 17.794
H -11.772 -1.903 17.766
H -10.832 -2.021 19.155
H -9.905 -1.778 16.321
H -9.232 -2.568 17.698
H -8.256 -0.037 16.960
H -8.169 -0.827 18.588
O -7.306 0.650 22.961
C -8.376 0.345 22.444
O -9.406 1.180 22.622
C -10.671 0.568 22.304
C -10.342 -0.842 21.819
C -8.857 -0.736 21.533
H -11.298 1.042 21.548
H -11.185 0.695 23.258
H -10.933 -1.028 20.926
H -10.470 -1.586 22.604
H -8.630 -0.399 20.521
H -8.427 -1.718 21.722
O -11.561 -3.451 23.965
C -12.228 -3.605 24.969
O -11.727 -3.877 26.143
C -12.676 -4.273 27.112
C -13.985 -3.830 26.477
C -13.767 -3.722 25.000
H -12.520 -3.942 28.139
H -12.503 -5.348 27.208
H -14.332 -2.836 26.769
H -14.777 -4.470 26.872
H -14.188 -2.829 24.545
H -13.822 -4.682 24.484
O -20.349 -6.944 22.547
C -19.819 -6.444 21.563
O -20.221 -5.283 20.969
C -19.598 -5.116 19.742
C -18.407 -6.116 19.724
C -18.720 -7.130 20.835
H -19.452 -4.039 19.651
H -20.162 -5.439 18.865
H -17.481 -5.602 19.988
H -18.313 -6.455 18.694
H -17.853 -7.154 21.493
H -18.952 -8.095 20.390
O -14.623 5.278 18.114
C -13.924 4.534 18.782
O -13.377 3.382 18.251
C -13.036 2.495 19.291
C -12.758 3.396 20.489
C -13.738 4.543 20.357
H -12.076 2.088 18.977
H -13.761 1.727 19.561
H -11.761 3.838 20.441
H -12.787 2.867 21.442
H -13.373 5.484 20.759
H -14.711 4.207 20.718
C -20.768 -1.500 21.420
C -20.804 -0.519 22.625
O -19.456 -0.207 23.002
S -18.383 -0.711 21.934
O -17.536 -1.744 22.524
O -17.725 0.424 21.391
O -19.455 -1.389 20.887
H -21.263 -1.132 20.517
H -21.118 -2.533 21.409
H -21.315 -0.935 23.492
H -21.290 0.424 22.381
C -11.149 -7.019 23.144
C -9.935 -6.482 23.919
O -9.316 -7.650 24.484
S -9.570 -8.967 23.529
O -10.175 -10.019 24.333
O -8.436 -9.366 22.715
O -10.642 -8.172 22.558
H -11.445 -6.355 22.333
H -12.005 -7.313 23.754
H -10.172 -5.745 24.685
H -9.218 -5.970 23.277
C -17.838 -3.820 16.618
C -17.743 -2.267 16.643
O -19.079 -1.758 16.816
S -20.238 -2.807 16.331
O -20.524 -2.835 14.902
O -21.282 -2.844 17.294
O -19.231 -4.056 16.672
H -17.330 -4.339 17.430
H -17.444 -4.167 15.664
H -17.386 -1.880 15.689
H -17.177 -1.784 17.437
C -15.511 -3.002 19.889
C -14.889 -1.879 20.642
O -13.612 -2.279 21.099
S -13.358 -3.862 20.699
O -13.845 -4.814 21.693
O -11.981 -4.048 20.294
O -14.385 -3.738 19.421
H -15.977 -2.482 19.053
H -16.236 -3.630 20.405
H -15.443 -1.600 21.537
H -14.853 -0.975 20.035

Multiplicity: 1
Energy above the lowest of the compared OMol25 structures with the same formula, charge and spin in kJ/mol: 0.0
Gap between HOMO and LUMO in eV: 9.4

(2)
Formula: C3H6F3NO8PS2
Source: OMol25
Level of theory: wB97M-V/def2-TZVPD

CARTESIAN COORDINATES (ANGSTROEM)
N 0.804 -2.679 -0.609
C 0.762 -1.453 -1.373
P 0.744 -1.609 -3.264
O 2.027 -2.268 -3.735
C -0.295 -0.403 -0.924
O 0.371 0.479 -0.040
S 1.992 0.491 -0.262
O 2.774 0.186 0.937
O 2.469 1.546 -1.164
O 2.061 -0.904 -1.168
H 1.701 -3.096 -0.824
H 0.074 -3.312 -0.917
H -0.426 -2.350 -3.606
H 0.660 -0.265 -3.734
H -1.116 -0.972 -0.469
H -0.744 0.230 -1.701
C -1.203 2.727 2.783
F -1.198 3.489 3.881
F -1.544 3.527 1.765
F 0.066 2.360 2.568
S -2.337 1.273 2.944
O -3.642 1.872 3.167
O -1.807 0.542 4.083
O -2.195 0.590 1.666

Multiplicity: 1
Charge: -1
Gap between HOMO and LUMO in eV: 8.2

> Which formula does entry 2 have?

C3H6F3NO8PS2